26
Properties=species:S:1:pos:R:3:forces:R:3 method="wB97M-V/def2-TZVPD" e_homo_ev=-7.1 energy_ev=-11069.8518 relative_energy_ev=3.287 multiplicity=1
H 0.592 -2.167 2.386 -0.1 0.4 -0.1
C 0.084 1.027 -0.910 -1.1 0.4 1.5
H -0.659 1.350 -2.917 0.2 0.0 0.1
H 2.021 1.748 -0.279 0.0 0.0 0.0
H 1.101 -3.226 1.077 -0.1 -0.3 0.1
H -0.508 0.195 2.794 0.0 -0.1 0.0
C 0.344 -2.506 1.383 0.6 1.3 -2.5
H -0.091 -0.294 -2.628 0.0 0.0 0.0
H -1.130 2.630 -1.027 0.3 -0.3 0.0
C 0.069 0.527 1.931 0.0 0.5 -0.6
H -1.643 0.266 -1.949 0.0 -0.2 0.1
N -1.781 -0.338 0.595 0.1 0.0 -0.1
C -0.407 -0.152 0.669 1.3 2.6 -3.2
H -0.648 -2.952 1.358 0.1 0.0 0.0
H 1.494 -0.984 0.082 -0.1 0.3 -0.4
H -2.350 0.282 1.150 -0.1 -0.5 -0.1
H -0.076 1.601 1.803 -0.1 0.1 0.2
C 1.538 1.365 -1.178 0.1 -0.4 0.1
H 0.021 -1.688 -0.775 0.2 0.2 -0.3
H 1.617 2.127 -1.965 -0.2 0.0 0.2
C 0.431 -1.178 0.087 -0.4 -4.8 4.5
C -0.612 0.546 -2.169 -0.2 0.1 0.4
H 1.126 0.352 2.113 0.1 -0.1 0.0
H -2.115 -1.247 0.314 -0.2 0.3 0.2
H 2.098 0.504 -1.542 0.1 -0.1 0.1
O -0.519 2.215 -0.402 -0.5 0.7 -0.2



66
Properties=species:S:1:pos:R:3:forces:R:3 method="wB97M-V/def2-TZVPD" charge=+1 e_homo_ev=-10.1 energy_ev=-66953.9913 relative_energy_ev=0.967 multiplicity=1
H -3.928 2.630 -0.720 0.0 -0.1 0.1
C -1.874 2.049 -0.977 -0.6 1.1 -0.8
C -0.709 2.259 -1.775 -0.6 0.9 -0.5
H -1.082 -2.391 3.676 0.1 -0.1 0.0
H -3.395 -4.549 1.026 0.1 -0.1 0.1
H -1.887 4.788 -3.763 0.0 0.1 -0.1
C -3.430 -3.659 0.418 -0.1 0.0 0.0
N 0.380 1.487 -1.579 0.5 0.5 -0.2
H 4.039 1.864 0.512 0.0 0.1 0.0
C 1.190 -4.839 -0.654 0.0 0.2 0.1
C -2.265 -3.016 0.043 0.0 -0.4 0.1
H 4.601 0.448 -1.800 0.0 0.0 -0.1
H -3.582 1.581 0.892 0.0 0.0 -0.1
H 1.781 -5.608 -0.155 0.0 0.0 0.0
H 0.452 4.273 -4.264 0.1 0.1 -0.1
C -2.810 -0.156 1.805 0.1 -0.5 0.7
N -2.230 -1.926 -0.710 0.1 0.1 -0.2
C 1.033 -3.777 1.963 0.0 0.1 -0.1
H 5.287 -1.012 -1.075 0.0 0.0 0.0
C -4.291 -1.447 3.226 0.0 0.1 -0.1
H 0.147 -5.154 -0.687 0.0 -0.1 0.0
C 1.561 2.748 -3.241 -0.2 0.2 -0.2
H 0.026 -4.178 2.058 -0.1 0.0 0.1
H 4.769 -1.888 1.071 -0.1 0.1 0.1
C -1.897 4.026 -2.999 -0.2 0.0 0.1
H 3.559 -4.023 0.820 0.0 0.1 -0.1
C -4.638 -3.136 -0.008 0.1 0.0 0.0
H 1.114 -2.908 2.613 0.0 0.0 0.1
C -0.727 3.277 -2.773 -0.1 -0.3 0.3
H 2.308 1.094 -2.082 0.1 0.0 0.0
C 4.111 0.894 1.002 -0.2 -0.1 -0.2
C 1.460 1.735 -2.280 0.1 0.0 -0.1
H -5.572 -3.612 0.253 -0.1 0.0 0.0
H 3.554 -3.179 -0.736 0.0 -0.1 0.0
H 3.247 -1.779 1.974 0.1 0.0 0.1
Sr -0.063 -0.502 -0.185 2.1 -1.3 -3.0
C 4.362 -0.536 -1.402 -0.3 0.0 0.1
O -0.495 -0.735 1.826 0.1 0.0 2.6
C 3.185 -3.137 0.293 -0.1 0.0 0.0
H -4.942 0.126 1.968 0.0 0.1 0.0
C -1.938 -1.874 3.273 0.1 0.0 0.0
H -3.931 4.322 -2.445 0.0 0.0 0.0
N -1.791 1.069 -0.009 -1.0 0.2 0.9
C -2.733 0.896 0.858 0.0 0.5 -0.4
H -3.348 -0.519 -1.701 0.0 0.1 -0.1
C -4.617 -1.987 -0.781 0.1 0.0 -0.1
Cl -5.895 -1.830 3.766 0.0 0.0 0.0
C 3.677 -1.868 0.974 0.0 0.1 -0.1
C -4.091 -0.439 2.324 0.0 -0.1 0.1
H 3.665 0.974 1.992 0.0 0.0 0.1
C 0.452 3.503 -3.508 0.2 -0.2 0.2
C -3.195 -2.161 3.728 0.0 0.2 -0.1
C -3.394 -1.418 -1.101 -0.4 -0.1 -0.2
C -3.021 3.769 -2.263 0.2 0.2 -0.3
H -1.299 -3.389 0.355 0.0 -0.1 0.1
H 1.755 -4.540 2.261 0.0 0.0 0.0
C -1.681 -0.910 2.261 -1.1 -0.1 0.9
H -3.351 -2.918 4.478 0.0 -0.1 0.1
P 3.194 -0.358 0.022 0.7 -0.1 0.3
H 3.907 -1.131 -2.194 0.1 0.0 -0.1
P 1.338 -3.235 0.240 0.6 -0.9 -0.1
H -5.534 -1.546 -1.134 -0.1 0.1 -0.1
H 1.545 -4.719 -1.678 0.0 0.0 0.0
H 2.488 2.912 -3.764 0.1 0.0 -0.1
H 5.162 0.615 1.092 0.0 0.0 0.0
C -3.010 2.792 -1.265 0.4 -0.4 0.2



92
Properties=species:S:1:pos:R:3:forces:R:3 method="wB97M-V/def2-TZVPD" charge=+1 e_homo_ev="-9.1 / -9.1" energy_ev=-119780.5483 multiplicity=1
H -3.225 2.522 3.227 0.0 0.0 0.0
N -3.377 -1.809 -2.659 0.1 0.0 0.2
N 2.196 -3.374 2.244 -0.1 0.1 0.0
C 0.637 -4.748 3.421 0.1 -0.1 0.1
C 1.857 -1.898 -4.396 -0.2 -0.1 0.1
H -4.178 -0.987 -4.381 0.0 0.0 0.0
O 0.209 -0.080 -2.866 -0.1 0.0 -0.7
Si -2.167 2.680 0.955 -0.3 0.1 0.0
N -1.470 -0.880 -1.611 -0.1 -0.5 0.1
C -0.573 -1.210 -2.603 0.1 -0.1 -0.1
H -2.987 -1.538 1.727 -0.1 -0.1 -0.1
C -4.240 -2.978 -2.646 0.0 0.0 0.0
Si 0.250 1.398 2.705 0.0 -0.1 0.2
H 2.534 -4.029 4.199 0.0 -0.1 0.0
H 2.702 -5.285 2.958 0.0 0.0 0.0
C 0.781 2.979 3.592 -0.1 0.0 -0.1
C 0.661 -2.515 -4.322 0.2 0.1 0.1
H -1.438 4.763 2.112 0.0 0.0 0.0
H 0.493 -5.810 3.603 0.0 0.0 0.0
C -2.434 -1.336 0.811 0.1 0.4 0.0
H 2.264 0.418 1.552 0.1 0.0 -0.1
H -4.862 -0.468 0.482 0.0 0.0 0.0
H -5.278 -2.713 -2.858 0.0 0.0 0.0
C -0.877 0.443 3.879 0.0 0.0 -0.1
C 1.933 3.565 -0.969 0.0 0.0 0.1
C 1.585 -0.185 -2.669 0.2 -0.4 -0.3
H 3.042 3.117 1.475 0.0 0.0 0.0
H -1.702 1.043 4.263 0.0 0.0 0.0
H -1.030 -3.162 -3.107 0.0 0.0 0.0
H 3.446 -0.859 -3.303 0.0 0.0 0.0
N 2.739 2.456 -0.467 0.0 -0.2 -0.2
H 4.205 1.913 0.928 0.0 0.0 0.0
H -2.167 -0.252 0.917 -0.1 -0.2 0.2
H -3.485 1.023 2.361 0.0 -0.1 0.0
C 1.814 0.335 2.540 -0.1 0.1 0.0
H -4.424 2.457 1.944 -0.1 0.0 0.0
H 5.852 1.518 -0.573 0.0 0.0 0.0
H -3.959 2.974 -0.744 -0.1 0.1 0.0
H 1.112 3.192 -1.583 0.0 0.0 0.0
H 0.160 2.509 0.609 -0.1 -0.1 0.2
C -3.194 -1.171 -3.947 0.0 0.0 -0.1
C -1.936 4.534 1.169 0.1 -0.1 0.1
C -3.001 2.454 -0.730 0.1 -0.1 0.1
H 4.842 -0.736 0.037 0.0 0.0 0.0
H -2.613 -1.795 -4.632 0.0 0.0 0.0
C -4.704 -1.338 -0.160 0.0 0.1 0.0
H 5.813 1.055 -2.283 0.0 0.0 0.0
H -1.304 -0.443 3.403 0.0 0.0 0.0
S -0.141 -4.299 1.842 0.0 -0.1 0.0
C -3.433 2.106 2.239 0.1 0.1 0.0
C 2.377 -0.942 -3.428 -0.2 0.2 0.2
H 4.913 -1.189 -1.674 0.0 0.0 0.0
C 3.639 2.788 0.624 0.0 0.0 0.0
H -4.185 -3.471 -1.679 0.0 0.0 0.0
C 1.177 -3.245 1.395 0.0 0.1 -0.1
N -3.272 -1.529 -0.353 0.1 -0.1 0.0
H -5.185 -1.147 -1.115 0.0 0.0 0.1
H 1.577 -0.718 2.683 -0.1 -0.1 0.0
H 0.447 -3.288 -5.050 0.0 0.0 -0.1
H -1.553 -1.972 0.768 0.0 0.1 0.0
H 1.425 2.775 4.447 0.0 -0.1 0.1
C 2.826 1.274 -1.114 -0.1 0.3 -0.2
S 1.093 -2.234 0.088 0.0 -0.3 0.1
H -3.900 -3.679 -3.413 0.0 0.0 0.0
C -2.681 -1.418 -1.564 0.0 0.0 -0.1
H -0.295 0.097 4.737 0.0 0.0 0.0
H -5.156 -2.216 0.306 0.0 0.0 0.0
C 4.296 -0.710 -0.913 0.0 0.0 0.0
C 0.276 1.186 -1.473 -0.5 0.3 0.6
C -0.362 -2.333 -3.303 -0.1 0.3 0.2
Ni -0.795 0.316 -0.202 0.7 0.2 -0.8
H -3.192 1.405 -0.982 0.0 0.0 0.0
H 4.327 3.591 0.344 0.0 0.0 0.0
H 3.036 -2.846 2.070 0.0 0.0 0.0
N 1.723 0.755 -1.664 0.1 -0.1 0.8
H 1.508 4.109 -0.123 0.0 0.0 0.0
H 0.181 -4.182 4.231 0.0 0.0 -0.1
N 4.037 0.672 -1.279 -0.1 0.1 0.1
H -1.315 4.933 0.365 0.0 0.0 0.0
H 1.322 3.648 2.917 0.0 0.0 0.0
C -0.534 1.783 1.074 0.4 0.1 -0.3
H -2.881 5.075 1.152 -0.1 0.0 0.0
H 2.570 4.243 -1.544 0.0 0.0 0.0
H -2.686 -0.217 -3.820 0.0 0.0 0.0
H 3.369 -1.258 -0.794 -0.1 -0.1 0.0
C 2.123 -4.409 3.264 0.0 0.0 0.1
C 5.228 1.486 -1.470 0.0 0.0 0.0
H 2.548 -2.201 -5.170 0.0 0.0 -0.1
H -0.081 3.539 3.958 -0.1 0.0 0.0
H -2.375 2.855 -1.528 0.0 0.0 0.0
H 2.551 0.616 3.294 0.1 0.0 0.0
H 4.950 2.499 -1.747 0.0 0.0 0.0